Entry 1:
65
Properties=species:S:1:pos:R:3:forces:R:3:mulliken_spin:R:1 method="wB97M-V/def2-TZVPD" s_squared=2.01 homo_lumo_gap_ev="2.38 / 2.37" total_charge=+4 multiplicity=3 homo_energy_ha="-0.6587 / -0.6590" e_lumo_ev="-15.5479 / -15.5647"
P -1.326 1.404 3.851 -1.5 -0.3 0.1 0.00
C -0.901 1.789 5.584 0.6 0.0 -0.4 0.00
H -1.806 1.647 6.190 0.3 0.1 -0.1 0.00
H -0.549 2.829 5.626 -0.1 -0.3 0.2 0.00
H -0.101 1.102 5.897 -0.3 0.3 0.2 0.00
C -2.767 2.555 3.622 0.5 0.1 -0.3 0.00
H -3.457 2.174 2.853 0.2 0.2 0.3 0.00
H -2.348 3.516 3.280 -0.4 -0.2 0.2 0.00
H -3.293 2.709 4.577 0.1 -0.1 -0.4 0.00
C -2.234 -0.212 4.114 0.6 0.0 -0.1 0.00
H -2.612 -0.253 5.151 0.0 0.0 -0.5 0.00
H -1.523 -1.040 3.967 -0.3 0.1 0.2 0.00
H -3.067 -0.334 3.407 0.2 0.1 0.2 0.00
P 0.616 -4.031 -1.312 0.8 -2.0 -0.9 0.70
C 2.198 -4.065 -0.430 -0.5 1.0 0.5 0.05
H 2.792 -4.939 -0.709 -0.1 0.0 -0.1 0.04
H 1.986 -4.070 0.651 0.2 -0.2 -0.3 0.00
H 2.738 -3.128 -0.638 0.0 -0.5 -0.1 0.00
C -0.393 -5.500 -0.918 -0.8 1.0 0.6 0.04
H -1.403 -5.363 -1.350 0.5 -0.2 0.0 0.00
H -0.530 -5.521 0.178 0.2 -0.2 -0.4 0.00
H 0.044 -6.443 -1.261 0.2 0.2 -0.1 0.04
C 0.892 -3.865 -3.113 -0.6 1.2 0.1 0.05
H 1.493 -4.663 -3.571 -0.1 0.0 0.4 0.04
H 1.379 -2.888 -3.297 0.1 -0.6 0.1 0.00
H -0.084 -3.791 -3.619 0.3 -0.3 0.1 0.00
P 1.342 2.479 -2.447 1.4 4.5 -0.6 0.00
C 2.977 3.157 -2.003 0.8 -0.8 0.6 0.00
H 2.971 4.198 -2.379 -0.2 -0.4 0.1 0.00
H 3.811 2.618 -2.481 -0.3 0.2 0.0 0.00
H 3.147 3.154 -0.916 -0.2 0.0 -0.2 0.00
C 1.269 2.988 -4.190 -0.6 -1.0 -0.8 0.00
H 1.355 4.090 -4.149 -0.1 -0.3 0.2 0.00
H 0.333 2.696 -4.688 0.2 0.2 0.1 0.00
H 2.118 2.599 -4.773 -0.1 0.0 0.3 0.00
C 0.189 3.359 -1.388 -1.1 -0.6 0.4 0.00
H 0.386 4.425 -1.616 0.1 -0.4 -0.1 0.00
H 0.405 3.155 -0.319 0.3 0.0 -0.2 0.00
H -0.870 3.134 -1.597 0.4 0.1 -0.1 0.00
Mo -2.350 -0.534 -0.758 3.3 -0.4 4.8 0.99
C -0.210 -1.004 0.410 4.3 0.9 0.9 0.10
O 0.884 -0.787 0.731 -4.4 -1.1 -1.0 0.01
C 1.452 0.704 -2.217 0.4 -6.6 1.3 0.01
O 1.546 -0.440 -2.005 -0.4 5.8 -1.3 0.00
C -2.529 -0.481 -2.826 0.3 0.4 -1.3 -0.03
C -2.986 0.753 -2.274 -0.3 0.6 -0.3 -0.03
C -3.929 0.742 -1.199 -0.7 0.9 -0.6 -0.03
C -4.433 -0.491 -0.725 -1.5 0.3 -0.1 -0.03
C -4.022 -1.698 -1.325 -0.9 -0.7 -0.6 0.02
C -3.051 -1.707 -2.354 -0.5 -0.7 -1.0 0.01
H -1.731 -0.489 -3.561 -0.2 0.0 -0.1 0.01
H -2.491 1.685 -2.533 -0.3 -0.1 -0.2 0.01
H -4.168 1.657 -0.659 0.0 -0.2 -0.2 0.00
H -5.114 -0.520 0.128 0.3 0.1 -0.2 0.00
H -4.479 -2.624 -1.007 0.3 -0.2 0.3 0.01
H -2.727 -2.642 -2.796 0.0 0.1 0.1 0.00
C 3.231 3.019 2.237 -0.1 0.0 0.2 0.00
C 2.301 1.867 1.923 0.1 0.1 0.3 0.00
O 1.076 2.368 1.350 -0.8 -0.6 -0.2 0.00
H 3.414 3.638 1.350 0.0 -0.1 0.1 0.00
H 4.185 2.638 2.607 0.0 0.1 -0.1 0.00
H 2.800 3.670 3.009 0.1 -0.2 -0.2 0.00
H 2.758 1.169 1.206 0.0 0.1 0.1 0.00
H 2.046 1.290 2.825 0.2 0.2 -0.2 0.00
H 0.334 2.040 1.911 0.3 0.4 -0.1 0.00

Entry 2:
65
Properties=species:S:1:pos:R:3:forces:R:3:mulliken_spin:R:1 method="wB97M-V/def2-TZVPD" s_squared=6.02 homo_lumo_gap_ev="5.85 / 2.94" total_charge=+4 multiplicity=5 homo_energy_ha="-0.6529 / -0.7434" e_lumo_ev="-11.9213 / -17.2897"
P -1.141 0.495 -3.690 -1.3 -1.0 -4.6 0.67
C -2.516 -0.708 -3.874 -0.1 -0.4 1.6 0.07
H -3.206 -0.398 -4.669 0.2 0.2 0.2 0.02
H -3.044 -0.762 -2.912 -0.3 -0.2 -0.5 0.01
H -2.097 -1.695 -4.104 -0.1 0.3 0.1 0.00
C -1.770 1.860 -4.743 0.4 1.4 1.5 0.07
H -0.942 2.547 -4.962 -0.3 -0.1 -0.1 0.00
H -2.533 2.406 -4.172 0.1 0.0 -0.4 0.00
H -2.200 1.469 -5.674 0.2 -0.3 0.3 0.03
C 0.054 -0.279 -4.854 1.2 -0.2 1.4 0.07
H -0.158 0.003 -5.893 -0.2 0.2 0.3 0.03
H 0.014 -1.369 -4.737 0.1 0.3 0.0 0.00
H 1.060 0.063 -4.577 0.0 -0.2 -0.5 0.00
P 2.879 -1.776 1.621 -0.2 0.1 0.1 0.09
C 1.810 -3.229 1.819 -0.5 0.4 -0.2 0.01
H 2.325 -3.997 2.414 -0.1 0.2 -0.2 0.00
H 1.552 -3.625 0.828 0.1 0.0 0.3 0.00
H 0.886 -2.909 2.318 0.3 -0.3 0.0 0.00
C 4.250 -2.365 0.579 -0.3 0.6 -0.3 0.00
H 4.947 -1.540 0.390 0.1 -0.3 0.1 0.00
H 3.835 -2.700 -0.382 0.2 0.0 0.2 0.00
H 4.771 -3.196 1.073 -0.1 0.2 -0.1 0.00
C 3.584 -1.472 3.267 -0.3 0.6 -0.1 0.01
H 4.252 -2.295 3.556 -0.2 0.2 -0.1 0.00
H 2.760 -1.383 3.988 0.3 -0.1 -0.1 0.00
H 4.135 -0.523 3.253 0.0 -0.3 0.2 0.00
P -1.474 1.549 2.336 1.9 -1.3 -0.8 0.11
C -2.886 0.798 3.134 -0.2 -0.2 0.1 0.03
H -3.386 1.570 3.741 0.1 -0.2 -0.2 0.01
H -2.560 -0.018 3.797 -0.1 0.3 -0.1 0.00
H -3.602 0.403 2.395 0.3 0.2 0.3 -0.01
C -0.493 2.495 3.486 0.0 0.4 0.5 0.06
H -1.134 2.778 4.334 0.3 0.1 -0.1 0.00
H -0.105 3.403 3.006 -0.2 -0.2 0.2 0.00
H 0.348 1.889 3.854 -0.4 0.1 -0.1 -0.01
C -1.954 2.512 0.915 -0.3 0.6 -0.1 0.09
H -2.333 3.477 1.280 -0.1 -0.1 -0.3 0.02
H -2.745 1.991 0.359 0.1 0.2 0.2 -0.03
H -1.100 2.686 0.245 -0.2 -0.1 0.4 -0.02
Ru 1.692 0.635 0.427 -2.6 -5.9 3.2 0.13
C 1.166 -0.831 -0.601 -1.8 -3.8 -2.9 0.01
O 0.845 -1.734 -1.277 1.0 2.9 2.1 0.00
C -0.295 0.226 1.664 -0.5 2.5 0.0 0.79
O -0.592 -0.951 1.823 -0.3 -1.8 -0.1 0.70
C 2.863 2.107 1.414 0.5 1.1 1.4 -0.03
C 1.797 2.721 0.759 0.1 1.5 0.4 0.08
C 1.536 2.432 -0.586 -0.9 1.6 -0.9 -0.06
C 2.369 1.552 -1.280 0.5 0.9 -1.6 0.04
C 3.432 0.928 -0.624 2.0 0.3 -0.9 -0.01
C 3.668 1.189 0.732 1.5 0.3 0.0 0.05
H 3.026 2.278 2.473 0.0 0.0 -0.1 -0.01
H 1.151 3.399 1.306 0.1 -0.1 -0.1 0.00
H 0.677 2.869 -1.086 0.2 0.1 0.1 0.00
H 2.164 1.330 -2.322 0.0 -0.1 0.1 0.00
H 4.062 0.226 -1.153 -0.1 -0.1 0.0 0.00
H 4.443 0.656 1.263 0.1 0.1 0.0 0.00
C -4.261 -2.668 -0.638 -1.0 -0.5 -1.6 0.17
C -3.774 -1.548 0.257 2.7 0.2 0.8 0.06
O -2.970 -0.591 -0.461 -1.8 -1.4 0.7 0.66
H -4.828 -2.283 -1.490 0.0 -0.2 0.1 0.00
H -4.913 -3.330 -0.064 -0.1 0.3 0.3 0.00
H -3.421 -3.261 -1.010 0.2 0.3 0.2 0.02
H -4.631 -1.001 0.670 -0.8 0.4 -0.4 0.12
H -3.198 -1.957 1.098 0.0 0.4 -0.1 0.00
H -2.095 -0.548 -0.036 0.8 0.1 0.5 -0.04

Entry 3:
75
Properties=species:S:1:pos:R:3:forces:R:3:mulliken_spin:R:1 method="wB97M-V/def2-TZVPD" s_squared=6.27 homo_lumo_gap_ev="6.97 / 7.02" total_charge=-1 multiplicity=5 homo_energy_ha="-0.1649 / -0.1678" e_lumo_ev="2.4805 / 2.4565"
Mn -1.481 -1.743 0.600 -0.1 0.0 0.0 4.24
O -3.386 -3.988 2.390 -0.1 -0.1 -0.1 0.00
P -2.262 -3.245 3.252 0.2 0.3 -0.1 0.01
O -2.579 -3.170 4.678 0.1 -0.1 0.0 0.00
O -1.904 -1.944 2.528 -0.3 -0.4 0.1 0.03
O -0.952 -4.205 2.969 0.1 -0.1 0.0 0.00
P -0.566 -4.623 1.464 -0.3 0.2 0.0 0.01
O 0.896 -5.242 1.623 0.0 -0.2 0.1 0.00
O -1.567 -5.592 0.957 0.0 -0.1 0.0 0.00
O -0.351 -3.344 0.658 0.0 0.0 0.1 0.05
H -3.038 -4.718 1.835 0.0 0.1 0.1 0.00
H 0.840 -6.147 1.956 0.0 0.1 -0.1 0.00
C 0.271 -2.185 -1.793 -0.1 -0.1 0.0 0.00
C -0.758 -1.207 -1.270 0.4 0.3 0.0 -0.42
O -0.168 0.067 -1.097 0.0 -0.1 0.2 -0.09
H 0.721 -1.777 -2.702 0.0 0.0 0.0 0.00
H -0.176 -3.154 -2.020 0.0 0.0 0.0 0.00
H 1.051 -2.368 -1.058 0.1 0.0 0.0 0.00
C -3.992 1.574 -0.122 0.0 0.0 0.0 0.00
C -3.159 0.398 -0.574 0.0 0.0 0.3 0.06
O -2.780 -0.388 0.411 0.0 0.0 0.0 0.01
C -2.834 0.149 -1.862 0.1 0.1 -0.3 -0.04
C -3.200 1.061 -2.920 0.0 -0.1 0.1 -0.02
C -2.837 0.872 -4.199 0.1 -0.1 -0.1 0.02
C -2.075 -0.321 -4.550 -0.1 0.1 -0.1 -0.01
C -1.707 -1.220 -3.637 0.0 0.0 0.1 0.00
C -2.020 -1.091 -2.165 -0.1 -0.1 0.0 0.02
H -4.165 1.486 0.949 0.0 0.0 0.0 0.00
H -4.957 1.599 -0.630 0.0 0.0 0.0 0.00
H -3.489 2.524 -0.314 0.0 0.0 0.0 0.00
H -3.769 1.945 -2.654 0.0 0.0 0.0 0.00
H -3.104 1.585 -4.967 0.0 0.0 0.0 0.00
H -1.823 -0.489 -5.592 0.0 0.0 0.0 0.00
H -1.181 -2.112 -3.955 0.0 0.0 0.0 0.00
H -2.626 -1.974 -1.884 0.0 -0.1 -0.1 0.02
C -0.216 3.170 -2.072 -0.1 -0.1 -0.2 0.00
Si 0.451 2.966 -0.342 0.2 0.0 0.2 0.01
C 1.980 4.062 -0.185 0.0 0.0 0.0 0.00
C -0.817 3.624 0.886 -0.1 0.0 0.1 0.00
Si 0.896 0.689 0.068 -0.2 -0.1 -0.9 0.07
Si 3.092 0.075 -0.550 0.0 0.1 0.1 0.01
C 4.420 1.151 0.255 0.0 0.0 0.1 0.00
C 3.529 -1.718 -0.160 0.0 -0.1 0.0 0.00
C 3.241 0.369 -2.398 0.0 0.1 -0.1 0.00
Si 0.693 0.342 2.347 0.2 0.2 0.5 0.01
C 1.604 -1.167 2.978 -0.1 -0.1 0.1 -0.01
C -0.923 0.668 3.228 -0.1 0.0 0.0 0.00
C 1.844 1.778 2.826 0.0 0.0 0.1 0.01
H -0.708 4.143 -2.156 0.0 0.0 -0.1 0.00
H -0.935 2.388 -2.330 0.0 0.0 0.1 0.00
H 0.590 3.123 -2.808 0.0 0.0 0.0 0.00
H 1.691 5.112 -0.288 0.0 0.0 0.0 0.00
H 2.720 3.840 -0.958 0.0 0.0 0.0 0.00
H 2.467 3.945 0.784 0.0 0.0 0.0 0.00
H -1.332 4.495 0.471 0.0 0.0 0.0 0.00
H -0.333 3.929 1.816 0.0 0.0 0.0 0.00
H -1.572 2.881 1.146 0.0 0.0 0.0 0.00
H 4.684 0.788 1.250 0.0 0.0 0.0 0.00
H 4.120 2.196 0.349 0.0 0.0 -0.1 0.00
H 5.320 1.113 -0.366 0.0 0.0 0.0 0.00
H 4.547 -1.765 0.238 0.0 0.0 0.0 0.00
H 3.485 -2.342 -1.054 0.0 0.0 0.0 0.00
H 2.862 -2.170 0.575 0.0 0.0 0.0 0.00
H 3.439 1.426 -2.595 0.0 0.0 0.0 0.00
H 2.332 0.102 -2.938 0.0 -0.1 0.0 0.00
H 4.069 -0.218 -2.807 0.0 0.0 0.0 0.00
H 1.239 -2.112 2.581 -0.1 -0.1 0.0 0.01
H 1.497 -1.210 4.066 0.0 0.0 0.0 0.00
H 2.666 -1.075 2.738 0.0 0.0 0.0 0.00
H -1.739 0.887 2.539 0.0 0.0 0.0 0.00
H -0.789 1.516 3.903 0.0 0.0 0.0 0.00
H -1.227 -0.216 3.788 0.0 0.1 0.0 0.00
H 2.803 1.766 2.309 0.1 0.0 0.0 0.00
H 2.047 1.685 3.898 0.0 0.0 0.0 0.00
H 1.386 2.754 2.661 0.0 0.0 0.0 0.00

Computed values of relative energy (zero: lowest compared OMol25 entry of this formula, charge and spin) (unit: kJ/mol) for the preceding records, in sequence: 380.6 158.5 17.8.